Entry 1:
The following is a quantum chemistry calculation of a structure of composition C36H25BrCoF6N5O3, from OMol25.

XYZ file:
```
77
Properties=species:S:1:pos:R:3:mulliken_charge:R:1
Co -0.313 -0.259 0.821 -0.291
C -1.258 3.681 -0.451 -1.225
C -1.408 2.363 0.021 0.229
N -0.395 1.542 0.100 1.148
C 0.830 1.930 -0.370 -1.320
C 1.082 3.239 -0.794 1.916
C -0.022 4.124 -0.818 -1.220
C 2.404 3.588 -1.166 -1.021
C 3.378 2.630 -1.127 -1.027
C 3.111 1.288 -0.775 -1.126
C 1.831 0.902 -0.426 1.208
N 1.340 -0.331 -0.078 1.085
C 1.981 -1.535 -0.033 0.459
C 3.187 -1.927 -0.589 -0.803
C 3.635 -3.259 -0.464 -0.957
C 2.907 -4.225 0.172 -0.990
C 1.648 -3.878 0.717 0.992
C 0.751 -4.797 1.303 -0.903
C -0.480 -4.382 1.726 -1.716
C -0.824 -3.024 1.606 0.141
N 0.015 -2.147 1.113 1.334
C 1.224 -2.542 0.635 -0.065
H -2.126 4.323 -0.490 0.517
H -2.363 1.992 0.343 0.338
H 0.127 5.147 -1.145 0.436
H 2.624 4.602 -1.473 0.442
H 4.394 2.894 -1.393 0.419
H 3.927 0.588 -0.770 0.363
H 3.776 -1.242 -1.173 0.471
H 4.585 -3.520 -0.913 0.396
H 3.259 -5.246 0.239 0.430
H 1.044 -5.837 1.389 0.423
H -1.194 -5.071 2.154 0.550
H -1.773 -2.631 1.942 0.647
C -4.085 0.637 1.835 -1.827
C -2.906 0.135 2.688 0.698
O -1.851 -0.357 2.017 0.255
C -2.474 1.288 3.641 0.097
F -3.514 1.971 4.158 -0.328
F -1.716 2.177 2.975 -0.131
F -1.734 0.854 4.683 -0.300
C -3.444 -1.026 3.570 0.204
F -2.465 -1.684 4.223 -0.247
F -4.061 -1.943 2.797 -0.238
F -4.334 -0.627 4.498 -0.312
H -3.917 1.662 1.506 0.484
H -5.019 0.627 2.395 0.401
H -4.184 -0.008 0.963 0.202
Br -6.722 -4.600 -2.567 -0.214
C -5.355 -3.340 -2.190 0.036
C -4.766 -3.336 -0.937 -0.934
C -3.753 -2.424 -0.678 0.598
C -3.357 -1.512 -1.646 0.082
C -3.980 -1.517 -2.888 -0.662
C -4.972 -2.442 -3.173 -0.535
C -2.296 -0.481 -1.354 0.130
O -2.409 0.640 -1.831 -0.666
O -1.326 -0.934 -0.621 -0.284
H -5.094 -4.032 -0.177 0.483
H -3.281 -2.394 0.295 0.497
H -3.682 -0.785 -3.627 0.465
H -5.450 -2.462 -4.143 0.433
N 0.983 -0.184 4.735 0.179
C 0.526 -0.641 3.557 -1.383
N 0.773 0.172 2.558 0.886
C 1.412 1.280 3.135 0.478
C 1.904 2.469 2.597 0.364
C 2.485 3.382 3.454 -1.102
C 2.598 3.139 4.830 -0.491
C 2.129 1.966 5.381 -1.314
C 1.544 1.056 4.509 0.454
H 0.831 -0.628 5.623 0.274
H -0.003 -1.571 3.481 0.643
H 1.839 2.689 1.542 0.064
H 2.865 4.311 3.049 0.458
H 3.059 3.882 5.467 0.398
H 2.210 1.764 6.441 0.419
```

Results
- E_HOMO: -7.2297 eV
- 2S+1: 1
- Total energy: -175309.738 eV
- LUMO level: -0.0112 Eh
- Energy above the lowest of the compared OMol25 structures with the same formula, charge and spin: 4.8 kcal/mol

Entry 2:
The following is a quantum chemistry calculation of an isolated molecule of C5H8O2S in a non-equilibrium geometry, from OMol25.

XYZ file:
```
16
Properties=species:S:1:pos:R:3:mulliken_charge:R:1
C 1.349 -1.020 -0.980 -0.442
O 1.618 -0.567 0.338 -0.416
C 0.477 0.302 0.789 0.335
C 0.114 1.468 -0.119 -0.486
O -1.352 1.245 -0.521 -0.370
C -1.813 0.062 -0.108 0.491
S -3.361 -0.506 -0.103 -0.274
C -0.717 -0.426 0.903 -1.223
H 1.415 -0.209 -1.895 0.157
H 0.099 -1.379 -0.899 0.195
H 2.119 -1.811 -1.125 0.277
H 1.023 0.741 1.576 0.441
H 0.019 2.546 0.359 0.270
H 0.740 1.700 -0.953 0.301
H -0.713 -1.607 0.762 0.409
H -1.017 -0.539 1.976 0.334
```

Results
- E_HOMO: -8.7912 eV
- 2S+1: 1
- Total energy: -20241.295 eV
- Structure (SMILES): CO[C@H]1COC(=S)C1
- LUMO level: 0.0072 Eh
- Energy above the lowest of the compared OMol25 structures with the same formula, charge and spin: 83.8 kcal/mol

Entry 3:
The following is a quantum chemistry calculation of the ion C5H11N2 with charge +1 in a non-equilibrium geometry, from OMol25.

XYZ file:
```
18
Properties=species:S:1:pos:R:3:mulliken_charge:R:1
C 2.728 -0.130 -0.149 -0.347
C 1.558 0.402 0.660 -0.182
C 0.516 -0.601 0.347 -0.455
C -2.076 -0.787 -0.299 -1.347
C -1.173 -0.014 0.561 -0.148
N 1.334 -0.002 -0.708 -0.667
N -1.107 1.330 0.272 -0.915
H 3.496 0.520 -0.553 0.343
H 3.002 -1.212 -0.001 0.219
H 1.397 1.356 0.946 0.346
H 0.791 -1.657 0.515 0.346
H -1.580 -0.983 -1.314 0.424
H -3.044 -0.234 -0.292 0.437
H -2.230 -1.795 -0.019 0.440
H -1.347 -0.058 1.641 0.432
H -1.865 1.915 0.641 0.600
H -1.324 1.536 -0.742 0.684
H 0.923 0.415 -1.506 0.791
```

Results
- E_HOMO (spin up / spin down): -7.2787 / -16.6128 eV
- 2S+1: 3
- Total energy: -8326.669 eV
- LUMO level (spin up / spin down): -0.1019 / -0.3197 Eh
- Energy above the lowest of the compared OMol25 structures with the same formula, charge and spin: 150.1 kcal/mol
- Total charge: +1

Entry 4:
The following is a quantum chemistry calculation of a cluster of 2 separate species, C2H10N4 in total in a non-equilibrium geometry, from OMol25.

XYZ file:
```
16
Properties=species:S:1:pos:R:3:mulliken_charge:R:1
H -3.038 1.564 1.234 0.275
N -3.075 0.636 0.824 -0.645
C -2.043 0.049 1.306 0.142
N -1.415 -1.170 1.111 -0.411
H -1.781 0.404 2.308 0.213
H -1.726 -1.923 0.531 0.210
H -0.482 -1.067 1.461 0.213
N 1.913 1.362 -1.193 -0.656
C 1.801 -0.086 -1.515 -0.205
N 2.294 -0.898 -0.471 -0.571
H 1.370 1.889 -1.873 0.232
H 1.439 1.532 -0.308 0.207
H 2.357 -0.194 -2.440 0.277
H 0.751 -0.279 -1.786 0.277
H 1.654 -1.015 0.314 0.154
H 3.040 -0.559 0.136 0.288
```

Results
- E_HOMO: -9.5307 eV
- 2S+1: 1
- Total energy: -8195.146 eV
- Structure (SMILES): [H]/N=C/N.NCN
- LUMO level: 0.0223 Eh
- Energy above the lowest of the compared OMol25 structures with the same formula, charge and spin: 39.0 kcal/mol

Entry 5:
The following is a quantum chemistry calculation of a cluster of 2 separate species, C3H10N2O2 in total in a non-equilibrium geometry, from OMol25.

XYZ file:
```
17
Properties=species:S:1:pos:R:3:mulliken_charge:R:1
C -1.020 -1.353 -0.008 -0.906
C 3.003 -0.292 -0.044 -0.525
C -1.115 1.004 -0.076 0.260
N -3.042 -0.328 -0.068 -0.982
N -1.749 -0.154 -0.068 0.613
O 2.255 0.860 0.134 -0.456
O -1.820 2.138 0.032 -0.443
H -0.293 -1.455 -0.850 0.291
H -0.491 -1.629 0.836 0.363
H -1.689 -2.213 -0.199 0.299
H 2.363 -0.875 -0.688 0.152
H 3.066 -0.926 0.880 0.237
H -0.049 1.142 0.224 0.192
H -3.540 0.640 0.185 0.154
H 3.954 -0.151 -0.665 0.298
H 2.904 1.571 0.234 0.298
H -2.738 2.020 0.141 0.153
```

Results
- E_HOMO: -7.1559 eV
- 2S+1: 1
- Total energy: -10344.360 eV
- LUMO level: 0.0239 Eh
- Energy above the lowest of the compared OMol25 structures with the same formula, charge and spin: 118.2 kcal/mol

Entry 6:
The following is a quantum chemistry calculation of an isolated molecule of C4H6O2, from OMol25.

XYZ file:
```
12
Properties=species:S:1:pos:R:3:mulliken_charge:R:1
O -2.318 0.148 -1.635 -0.491
C -1.238 -0.160 -1.186 -0.118
C -0.555 0.584 -0.097 -0.054
C 0.963 0.612 -0.086 -0.686
C 0.238 -0.103 0.991 -0.012
O 0.359 -1.494 0.889 -0.524
H -0.653 -1.004 -1.599 0.291
H -1.078 1.491 0.201 0.366
H 1.496 1.556 -0.007 0.279
H 1.410 -0.187 -0.674 0.283
H 0.128 0.279 2.005 0.346
H 1.247 -1.721 1.199 0.320
```

Results
- E_HOMO: -9.7357 eV
- 2S+1: 1
- Total energy: -8338.622 eV
- Structure (SMILES): O=C[C@@H]1C[C@@H]1O
- LUMO level: 0.0269 Eh
- Energy above the lowest of the compared OMol25 structures with the same formula, charge and spin: 42.4 kcal/mol

Entry 7:
The following is a quantum chemistry calculation of a structure of composition C4H5BrMgN in a non-equilibrium geometry, from OMol25.

XYZ file:
```
12
Properties=species:S:1:pos:R:3:mulliken_charge:R:1
Mg 3.615 -0.445 -0.874 1.086
Br 2.503 -1.788 -0.113 -0.320
N 0.200 -0.567 -0.120 0.061
C -0.094 0.006 1.071 -0.121
C -1.150 0.844 0.987 -0.619
C -1.475 0.855 -0.361 -0.319
C -0.658 -0.023 -1.053 -0.614
H 0.869 -1.292 -0.335 0.375
H 0.509 -0.303 1.912 0.358
H -1.603 1.515 1.702 0.376
H -2.139 1.609 -0.757 0.372
H -0.578 -0.412 -2.058 0.365
```

Results
- E_HOMO: -11.0663 eV
- 2S+1: 1
- Total energy: -81196.052 eV
- LUMO level: -0.2780 Eh
- Total charge: +1